(1)
The following is a quantum chemistry calculation of a 12-piece molecular cluster, C48H132N12O12 overall, from the OMol25 dataset.

Geometry (Å):
C  1.849  -8.875  2.708
O  0.724  -8.069  2.351
C  0.991  -6.692  2.579
C  -0.344  -5.985  2.252
C  -0.299  -4.532  2.720
N  -1.418  -6.681  2.896
H  2.015  -8.820  3.784
H  2.774  -8.613  2.195
H  1.723  -9.923  2.438
H  1.241  -6.533  3.628
H  1.775  -6.351  1.903
H  -0.434  -5.928  1.167
H  0.623  -4.124  2.304
H  -0.518  -4.421  3.782
H  -0.978  -3.856  2.200
H  -1.397  -7.655  2.630
H  -2.304  -6.235  2.705
C  -2.569  -3.252  7.329
O  -3.803  -3.254  6.808
C  -3.832  -2.930  5.352
C  -3.572  -1.369  5.025
C  -4.648  -0.534  5.688
N  -3.597  -1.141  3.621
H  -1.885  -3.941  6.834
H  -2.715  -3.531  8.373
H  -2.122  -2.258  7.320
H  -3.181  -3.631  4.831
H  -4.844  -3.231  5.079
H  -2.582  -1.118  5.405
H  -4.654  -0.384  6.767
H  -5.692  -0.761  5.470
H  -4.606  0.513  5.386
H  -4.325  -1.548  3.052
H  -3.751  -0.145  3.688
C  2.338  2.155  -5.587
O  1.261  2.921  -6.188
C  1.391  4.355  -6.148
C  0.100  4.908  -6.822
C  0.127  6.389  -7.143
N  -0.940  4.565  -5.867
H  2.362  1.101  -5.865
H  2.358  1.990  -4.510
H  3.273  2.574  -5.960
H  1.543  4.770  -5.152
H  2.379  4.502  -6.584
H  -0.218  4.334  -7.693
H  1.144  6.714  -7.365
H  -0.127  6.892  -6.211
H  -0.595  6.667  -7.911
H  -1.868  4.621  -6.262
H  -0.799  3.572  -5.750
C  -0.843  1.091  9.499
O  -1.636  1.393  8.344
C  -0.956  1.753  7.159
C  -1.820  1.841  5.965
C  -1.077  2.507  4.680
N  -2.933  2.775  6.216
H  0.175  0.758  9.292
H  -1.343  0.293  10.048
H  -0.743  1.948  10.164
H  -0.527  2.743  7.311
H  -0.196  1.048  6.824
H  -2.130  0.883  5.549
H  -1.657  2.255  3.793
H  -0.144  2.000  4.436
H  -0.946  3.587  4.747
H  -3.716  2.659  5.589
H  -3.261  2.439  7.110
C  -0.025  -3.241  -1.452
O  0.231  -4.173  -2.497
C  0.226  -5.558  -2.188
C  0.215  -6.246  -3.601
C  -1.177  -6.192  -4.282
N  0.562  -7.692  -3.535
H  -1.076  -3.189  -1.167
H  0.189  -2.204  -1.713
H  0.490  -3.479  -0.521
H  1.145  -5.752  -1.635
H  -0.607  -5.794  -1.526
H  1.000  -5.736  -4.160
H  -1.966  -6.514  -3.602
H  -1.192  -6.779  -5.200
H  -1.479  -5.184  -4.567
H  1.481  -7.700  -3.116
H  -0.208  -8.031  -2.975
C  6.649  -1.068  -4.785
O  5.719  -1.079  -3.639
C  4.366  -1.164  -4.141
C  3.302  -0.748  -3.096
C  3.255  -1.784  -1.976
N  1.955  -0.561  -3.566
H  7.594  -1.321  -4.305
H  6.665  -0.120  -5.322
H  6.578  -1.909  -5.476
H  4.373  -0.429  -4.946
H  4.136  -2.152  -4.542
H  3.816  0.124  -2.691
H  3.168  -2.778  -2.414
H  2.468  -1.581  -1.249
H  4.202  -1.780  -1.437
H  1.607  -1.489  -3.757
H  1.920  -0.295  -4.540
C  -4.639  4.676  -2.165
O  -3.651  5.707  -2.083
C  -2.419  5.549  -2.845
C  -1.359  6.569  -2.308
C  0.168  6.336  -2.725
N  -1.326  6.688  -0.823
H  -4.283  3.728  -1.761
H  -5.040  4.733  -3.177
H  -5.384  5.211  -1.575
H  -1.992  4.547  -2.864
H  -2.752  5.930  -3.811
H  -1.747  7.505  -2.709
H  0.934  7.015  -2.350
H  0.186  6.418  -3.812
H  0.442  5.354  -2.340
H  -0.774  5.954  -0.403
H  -2.255  6.374  -0.585
C  -0.450  -0.301  2.416
O  -0.806  0.366  1.198
C  0.131  0.736  0.221
C  -0.659  1.652  -0.715
C  0.185  2.259  -1.867
N  -1.217  2.849  -0.068
H  0.601  -0.060  2.577
H  -0.453  -1.373  2.222
H  -0.967  -0.007  3.330
H  0.892  1.316  0.745
H  0.599  -0.176  -0.148
H  -1.492  1.080  -1.125
H  1.072  2.737  -1.450
H  -0.394  2.789  -2.623
H  0.652  1.377  -2.304
H  -1.962  2.483  0.508
H  -1.720  3.284  -0.828
C  -4.387  3.420  2.103
O  -4.364  2.633  0.921
C  -4.332  1.229  0.990
C  -4.550  0.660  -0.393
C  -5.933  1.030  -0.908
N  -4.207  -0.786  -0.414
H  -3.497  3.176  2.683
H  -5.237  3.127  2.718
H  -4.484  4.488  1.910
H  -3.337  0.912  1.304
H  -5.042  0.779  1.684
H  -3.856  1.243  -0.999
H  -6.204  0.687  -1.906
H  -6.078  2.110  -0.936
H  -6.664  0.728  -0.158
H  -3.269  -0.923  -0.064
H  -4.193  -1.140  -1.360
C  1.892  -1.327  4.832
O  2.197  -0.009  5.244
C  3.592  0.174  5.590
C  3.805  -0.449  7.007
C  2.837  0.195  8.020
N  5.287  -0.127  7.287
H  0.821  -1.498  4.944
H  2.502  -2.038  5.389
H  2.120  -1.341  3.766
H  4.281  -0.285  4.881
H  3.670  1.238  5.817
H  3.620  -1.523  7.044
H  1.901  -0.290  7.744
H  2.736  1.280  8.025
H  3.074  -0.144  9.029
H  5.765  -0.527  8.082
H  5.446  0.871  7.279
C  3.890  1.018  1.378
O  4.986  0.292  0.738
C  5.746  0.996  -0.185
C  6.850  0.050  -0.665
C  7.989  -0.174  0.303
N  7.394  0.358  -1.995
H  3.425  0.657  2.295
H  3.088  1.119  0.647
H  4.255  1.953  1.804
H  5.118  1.388  -0.984
H  6.103  1.838  0.408
H  6.413  -0.925  -0.881
H  8.403  0.758  0.686
H  8.815  -0.727  -0.145
H  7.463  -0.675  1.116
H  8.235  -0.163  -2.199
H  6.710  -0.043  -2.621
C  -1.466  1.098  -4.614
O  -2.407  1.124  -5.652
C  -1.933  0.783  -6.923
C  -2.990  0.680  -8.051
C  -3.954  -0.445  -7.930
N  -2.271  0.427  -9.292
H  -0.525  1.572  -4.894
H  -1.276  0.073  -4.297
H  -1.778  1.768  -3.813
H  -1.114  1.465  -7.151
H  -1.447  -0.189  -6.841
H  -3.535  1.622  -8.099
H  -4.437  -0.510  -8.906
H  -4.729  -0.053  -7.272
H  -3.454  -1.370  -7.644
H  -1.841  1.298  -9.570
H  -2.971  0.462  -10.020

Values from the calculation:
Kohn-Sham gap (eV): 9.173
Molecular weight (g/mol): 1069.7
SMILES: COC[C@H](C)N.COC[C@H](C)N.COC[C@H](C)N.COC[C@H](C)N.COC[C@H](C)N.COC[C@H](C)N.COC[C@H](C)N.COC[C@H](C)N.COC[C@H](C)N.COC[C@H](C)N.COC[C@H](C)N.COC[C@H](C)N

(2)
The following is a quantum chemistry calculation of a 12-piece molecular cluster, C48H132N12O12 overall, from the OMol25 dataset.

Geometry (Å):
C  3.199  -2.248  3.225
C  1.840  -1.802  3.835
C  0.696  -2.833  3.661
O  0.004  -2.780  2.424
C  -0.502  -4.021  1.980
N  2.032  -1.594  5.291
H  3.079  -2.417  2.155
H  3.366  -3.277  3.542
H  4.019  -1.577  3.482
H  1.504  -0.849  3.426
H  -0.094  -2.706  4.402
H  1.123  -3.816  3.860
H  0.286  -4.765  1.865
H  -1.019  -3.706  1.073
H  -1.178  -4.436  2.727
H  1.162  -1.169  5.577
H  2.685  -0.823  5.310
C  -3.344  1.144  3.391
C  -2.728  -0.282  3.288
C  -3.174  -1.136  2.048
O  -4.586  -1.427  2.179
C  -5.001  -2.484  1.354
N  -1.287  -0.071  3.235
H  -2.877  1.761  4.158
H  -4.423  1.061  3.524
H  -3.152  1.658  2.449
H  -2.952  -0.862  4.184
H  -2.811  -2.139  2.269
H  -2.967  -0.683  1.078
H  -4.552  -2.583  0.366
H  -6.091  -2.512  1.333
H  -4.720  -3.430  1.816
H  -1.110  0.448  2.386
H  -0.664  -0.860  3.140
C  1.802  1.148  0.827
C  0.467  1.126  0.110
C  0.025  -0.229  -0.411
O  -1.232  -0.135  -1.103
C  -1.746  -1.413  -1.339
N  -0.511  1.648  1.070
H  2.168  2.092  1.230
H  2.595  0.893  0.124
H  1.717  0.408  1.623
H  0.528  1.856  -0.698
H  -0.104  -0.824  0.494
H  0.804  -0.638  -1.055
H  -1.167  -1.988  -2.061
H  -2.697  -1.422  -1.871
H  -1.966  -2.030  -0.467
H  -0.244  2.596  1.297
H  -1.427  1.763  0.661
C  -5.900  -7.990  -0.545
C  -4.472  -7.480  -0.716
C  -4.075  -6.235  0.009
O  -4.544  -4.976  -0.511
C  -3.768  -4.361  -1.521
N  -3.669  -8.628  -0.286
H  -6.116  -8.373  0.452
H  -6.106  -8.684  -1.360
H  -6.588  -7.159  -0.699
H  -4.220  -7.286  -1.759
H  -2.989  -6.237  -0.087
H  -4.313  -6.327  1.069
H  -4.242  -3.398  -1.713
H  -3.805  -4.985  -2.414
H  -2.739  -4.227  -1.189
H  -4.158  -9.480  -0.521
H  -3.572  -8.624  0.719
C  -2.407  -4.006  -7.254
C  -2.528  -2.857  -6.291
C  -3.928  -2.339  -6.160
O  -4.465  -1.736  -7.365
C  -5.729  -1.134  -7.196
N  -2.015  -3.283  -5.002
H  -2.651  -3.623  -8.245
H  -3.025  -4.856  -6.966
H  -1.387  -4.386  -7.314
H  -1.910  -2.056  -6.695
H  -3.989  -1.576  -5.384
H  -4.668  -3.062  -5.817
H  -6.360  -1.356  -8.058
H  -5.571  -0.063  -7.077
H  -6.319  -1.654  -6.441
H  -1.009  -3.299  -5.095
H  -1.964  -2.587  -4.272
C  -1.646  6.051  1.730
C  -0.165  5.564  1.949
C  0.195  4.799  3.271
O  0.076  5.741  4.340
C  1.330  6.138  4.957
N  0.081  4.672  0.861
H  -2.056  6.630  2.558
H  -2.302  5.184  1.661
H  -1.823  6.764  0.925
H  0.542  6.388  1.851
H  1.219  4.442  3.162
H  -0.448  3.931  3.414
H  1.124  6.798  5.799
H  1.986  6.693  4.287
H  1.830  5.241  5.323
H  1.075  4.531  0.746
H  -0.115  5.281  0.080
C  5.810  6.219  1.762
C  4.538  6.866  1.275
C  3.267  5.982  1.606
O  3.492  4.612  1.168
C  3.421  4.284  -0.251
N  4.430  8.082  2.003
H  6.041  5.239  1.343
H  5.886  6.066  2.838
H  6.598  6.873  1.388
H  4.502  7.086  0.208
H  2.442  6.419  1.044
H  2.973  6.124  2.645
H  3.643  3.228  -0.400
H  4.056  4.887  -0.901
H  2.470  4.471  -0.751
H  3.728  8.671  1.579
H  5.314  8.556  1.885
C  2.691  1.994  -3.108
C  2.785  0.634  -3.753
C  3.750  -0.282  -3.103
O  3.416  -0.648  -1.743
C  3.999  -1.880  -1.463
N  1.419  0.028  -4.020
H  2.191  2.640  -3.829
H  3.686  2.417  -2.972
H  2.199  1.956  -2.136
H  3.196  0.881  -4.731
H  4.742  0.169  -3.118
H  3.926  -1.120  -3.778
H  3.671  -2.209  -0.477
H  5.073  -1.826  -1.642
H  3.545  -2.614  -2.129
H  0.867  0.798  -4.371
H  0.987  -0.070  -3.112
C  -5.674  -1.205  -3.197
C  -7.079  -1.768  -2.860
C  -7.159  -2.703  -1.656
O  -8.491  -3.159  -1.526
C  -8.714  -3.963  -0.373
N  -7.986  -0.650  -2.555
H  -5.260  -0.475  -2.501
H  -5.641  -0.659  -4.140
H  -5.027  -2.063  -3.378
H  -7.493  -2.226  -3.758
H  -6.717  -2.335  -0.729
H  -6.465  -3.484  -1.967
H  -9.751  -4.299  -0.397
H  -8.543  -3.443  0.570
H  -8.040  -4.819  -0.333
H  -8.906  -0.971  -2.287
H  -7.659  -0.139  -1.748
C  -2.039  0.472  -4.323
C  -1.621  1.998  -4.321
C  -1.661  2.633  -2.939
O  -3.025  2.528  -2.495
C  -3.315  3.318  -1.310
N  -0.343  2.264  -4.948
H  -2.995  0.350  -3.813
H  -1.378  -0.171  -3.742
H  -2.011  0.157  -5.366
H  -2.409  2.505  -4.877
H  -1.340  3.674  -2.907
H  -1.032  1.945  -2.374
H  -2.569  3.212  -0.522
H  -4.190  2.883  -0.826
H  -3.435  4.385  -1.501
H  -0.502  2.256  -5.945
H  -0.164  3.212  -4.651
C  7.844  -1.611  2.899
C  7.218  -2.075  1.548
C  7.397  -0.952  0.484
O  6.805  0.280  0.941
C  5.445  0.376  0.676
N  7.918  -3.303  1.173
H  7.387  -2.055  3.783
H  7.836  -0.526  2.997
H  8.917  -1.757  3.020
H  6.145  -2.197  1.690
H  7.035  -1.172  -0.521
H  8.477  -0.819  0.414
H  5.186  1.296  1.199
H  4.919  -0.441  1.168
H  5.136  0.514  -0.360
H  7.582  -3.725  0.319
H  7.722  -3.914  1.954
C  2.794  2.304  4.322
C  4.021  1.363  4.471
C  5.257  2.293  4.161
O  6.521  1.549  4.077
C  7.537  2.347  3.538
N  4.008  0.752  5.775
H  2.804  2.818  3.360
H  2.729  3.066  5.099
H  1.854  1.754  4.358
H  4.019  0.554  3.740
H  5.310  3.115  4.874
H  5.142  2.781  3.193
H  7.757  3.295  4.030
H  7.368  2.554  2.481
H  8.465  1.801  3.705
H  4.022  1.534  6.415
H  4.826  0.250  6.089

Values from the calculation:
Kohn-Sham gap (spin up / spin down) (eV): 8.727 / 3.339
Molecular weight (g/mol): 1069.7
Multiplicity: 2
Total charge: +1

(3)
The following is a quantum chemistry calculation of C48H27BN8O3RhS as an isolated structure, from the OMol25 dataset.

Geometry (Å):
Rh  0.113  0.477  -0.022
C  6.058  -2.260  -0.189
C  6.294  -1.387  -1.250
C  5.353  -0.426  -1.608
C  4.180  -0.381  -0.883
C  3.006  0.514  -0.949
N  2.076  0.089  -0.016
C  2.602  -0.921  0.712
N  2.093  -1.554  1.745
C  0.848  -1.301  2.182
C  0.328  -1.792  3.465
C  0.891  -2.582  4.453
C  0.127  -2.854  5.579
C  -1.165  -2.340  5.713
C  -1.726  -1.546  4.722
C  -0.963  -1.279  3.597
C  -1.233  -0.504  2.384
N  -2.310  0.158  2.141
C  -2.591  0.746  0.943
N  -1.816  0.581  -0.124
C  -2.451  2.862  -0.952
N  -1.430  3.555  -0.642
C  -0.152  3.420  -1.170
N  0.522  2.176  -1.457
C  1.936  2.487  -1.533
N  2.961  1.577  -1.670
C  2.076  3.844  -1.417
C  3.243  4.667  -1.416
C  3.099  5.986  -1.142
C  1.812  6.553  -0.827
C  0.686  5.800  -0.818
C  0.792  4.416  -1.140
C  -3.619  2.805  -0.012
C  -4.622  3.764  -0.023
C  -5.719  3.648  0.819
C  -5.816  2.565  1.681
C  -4.822  1.600  1.701
C  -3.718  1.692  0.859
N  -0.092  -0.591  1.580
C  3.943  -1.249  0.173
C  4.875  -2.199  0.543
H  6.808  -2.997  0.070
H  7.224  -1.460  -1.801
H  5.525  0.263  -2.425
H  1.895  -2.969  4.340
H  0.535  -3.471  6.370
H  -1.736  -2.566  6.605
H  -2.724  -1.140  4.816
H  4.206  4.226  -1.634
H  3.962  6.640  -1.143
H  1.762  7.608  -0.585
H  -0.282  6.215  -0.571
H  -4.537  4.612  -0.693
H  -6.493  4.405  0.804
H  -6.670  2.472  2.341
H  -4.878  0.763  2.384
H  4.680  -2.867  1.371
O  0.560  0.237  -3.068
B  0.184  1.533  -2.745
O  -0.311  2.215  -3.851
C  -0.313  1.285  -4.859
C  -0.733  1.437  -6.156
C  -0.629  0.316  -6.982
C  -0.119  -0.886  -6.503
C  0.317  -1.018  -5.184
C  0.207  0.092  -4.383
H  -1.127  2.383  -6.502
H  -0.949  0.384  -8.014
H  -0.054  -1.737  -7.168
H  0.718  -1.947  -4.803
C  -3.423  2.534  -8.169
C  -4.914  2.536  -8.366
O  -5.447  2.614  -9.444
S  -5.956  2.476  -6.918
C  -4.839  2.276  -5.554
C  -4.387  3.385  -4.849
C  -3.617  3.222  -3.706
C  -3.301  1.952  -3.225
C  -3.737  0.844  -3.961
C  -4.498  1.000  -5.102
C  -2.592  1.774  -1.959
C  -2.304  0.587  -1.407
H  -2.945  2.679  -9.135
H  -3.112  1.584  -7.733
H  -3.130  3.317  -7.472
H  -4.655  4.377  -5.193
H  -3.265  4.094  -3.166
H  -3.483  -0.141  -3.589
H  -4.853  0.132  -5.644

Values from the calculation:
Kohn-Sham gap (spin up / spin down) (eV): 5.306 / 5.330
Molecular weight (g/mol): 909.6
Total charge: -1

- Look up the molecular weight of the second one.
  1069.7 g/mol

- Which of these has the lowest molecular weight?
  C48H27BN8O3RhS